1.
Here is a molecular structure, C15H29CsF2N2O4S2 from the OMol25 dataset. Energies are from wB97M-V/def2-TZVPD.

E_LUMO, eV: 4.0
Charge: -2
E_HOMO, eV: -1.44
Energy above the lowest of the compared OMol25 structures with the same formula, charge and spin, kcal/mol: 33.38
Electronic energy, Eh: -2015.7196
Orbital gap, hartree: 0.200

Positions of all 55 atoms, in Å:
Cs  1.899  -0.807  0.475
C  -2.131  -1.905  -2.499
C  -1.670  -2.296  -1.116
C  -0.712  -3.289  -0.947
C  -0.334  -3.713  0.327
C  0.722  -4.784  0.474
C  -0.916  -3.113  1.434
C  -1.861  -2.098  1.296
C  -2.426  -1.416  2.518
C  -2.226  -1.699  0.016
H  -2.257  -0.827  -2.584
H  -3.093  -2.377  -2.728
H  -1.401  -2.217  -3.246
H  -0.229  -3.715  -1.821
H  1.579  -4.566  -0.167
H  0.332  -5.760  0.172
H  1.063  -4.861  1.507
H  -0.604  -3.409  2.431
H  -3.331  -0.857  2.274
H  -1.684  -0.719  2.912
H  -2.656  -2.141  3.303
H  -2.943  -0.892  -0.100
N  -1.854  1.676  1.029
C  -1.580  2.948  0.344
C  -1.161  2.732  -1.112
C  0.328  2.435  -1.245
C  0.754  1.917  -2.612
N  0.052  0.672  -2.937
H  -1.789  1.843  2.032
H  -1.069  1.044  0.879
H  -0.803  3.525  0.866
H  -2.494  3.549  0.375
H  -1.393  3.618  -1.713
H  -1.745  1.904  -1.524
H  0.630  1.703  -0.493
H  0.897  3.338  -1.012
H  1.843  1.790  -2.623
H  0.505  2.667  -3.372
H  0.139  0.035  -2.151
H  0.536  0.182  -3.681
O  2.169  1.333  2.058
S  1.311  0.775  3.162
O  2.142  0.129  4.176
O  0.398  -0.210  2.515
S  0.230  2.259  3.963
F  1.233  -2.092  -3.538
C  2.484  -1.890  -2.789
F  2.774  -3.265  -2.410
H  3.205  -1.788  -3.622
C  2.712  4.427  1.867
O  3.778  3.515  2.038
H  3.087  5.433  2.073
H  1.883  4.206  2.544
H  2.322  4.414  0.842
H  3.352  2.635  2.141

***

2.
Here is a molecular structure, C15H29F6N6O7P2S3Tl from the OMol25 dataset. Energies are from wB97M-V/def2-TZVPD.

E_LUMO (spin up / spin down), eV: -8.4 / -9.0
Charge: +2
E_HOMO (spin up / spin down), eV: -13.54 / -13.54
Energy above the lowest of the compared OMol25 structures with the same formula, charge and spin, kcal/mol: 20.79
Electronic energy, Eh: -4092.6921
Orbital gap (spin up / spin down), hartree: 0.188 / 0.166

Positions of all 69 atoms, in Å:
Tl  0.286  -0.146  -0.882
C  -4.473  0.396  3.328
N  -3.360  0.956  2.573
C  -2.941  2.280  3.001
P  -2.242  -0.047  1.790
O  -1.279  0.762  1.051
O  -3.224  -0.953  0.960
P  -3.097  -1.432  -0.604
O  -1.924  -1.005  -1.378
N  -4.476  -0.730  -1.204
C  -5.741  -0.606  -0.496
C  -4.599  -0.662  -2.659
N  -3.244  -3.064  -0.474
C  -4.345  -3.682  0.249
C  -2.608  -3.906  -1.486
N  -1.754  -0.940  3.107
C  -0.825  -0.303  4.026
C  -2.227  -2.266  3.445
H  -5.367  0.993  3.142
H  -4.280  0.426  4.405
H  -4.656  -0.632  3.025
H  -3.780  2.971  2.894
H  -2.113  2.617  2.385
H  -2.644  2.286  4.056
H  -6.457  -1.366  -0.823
H  -6.177  0.372  -0.716
H  -5.593  -0.688  0.578
H  -3.635  -0.861  -3.120
H  -4.926  0.336  -2.958
H  -5.336  -1.382  -3.026
H  -4.772  -2.989  0.973
H  -3.976  -4.564  0.777
H  -5.134  -4.011  -0.433
H  -1.768  -3.375  -1.923
H  -3.310  -4.185  -2.278
H  -2.248  -4.825  -1.021
H  -0.487  0.649  3.624
H  0.053  -0.947  4.135
H  -1.289  -0.172  5.008
H  -2.793  -2.691  2.621
H  -2.836  -2.232  4.354
H  -1.354  -2.895  3.639
F  4.894  -1.125  1.878
C  3.731  -1.469  2.405
F  3.639  -0.998  3.638
F  3.631  -2.788  2.431
S  2.325  -0.763  1.364
O  1.416  -0.078  2.248
O  2.906  0.034  0.320
N  1.632  -2.064  0.743
S  0.357  -2.608  1.500
O  -0.872  -1.998  1.006
O  0.462  -2.736  2.924
C  0.258  -4.335  0.839
F  -0.942  -4.805  1.189
F  1.195  -5.106  1.349
F  0.338  -4.335  -0.490
S  -0.315  3.249  -0.655
C  0.884  3.768  -1.754
N  1.776  4.724  -1.368
C  2.781  5.149  -2.138
C  2.954  4.622  -3.401
C  2.049  3.669  -3.863
C  1.014  3.247  -3.045
H  1.660  5.120  -0.440
H  3.434  5.905  -1.725
H  3.774  4.953  -4.021
H  2.162  3.265  -4.860
H  0.287  2.520  -3.373

***

3.
Here is a molecular structure, C15H29FInN2O22S5 from the OMol25 dataset. Energies are from wB97M-V/def2-TZVPD.

E_LUMO, eV: 1.3
Charge: -1
E_HOMO, eV: -2.95
Electronic energy, Eh: -4634.3165
Orbital gap, hartree: 0.158

Positions of all 75 atoms, in Å:
C  -2.852  3.289  -5.085
C  -3.712  2.110  -5.195
C  -3.204  0.825  -6.031
In  -2.558  -0.728  -4.517
N  -3.802  -0.545  -2.792
C  -0.423  -0.273  -3.931
O  -0.217  0.835  -3.310
N  0.788  -1.108  -4.201
C  0.558  -2.375  -3.474
O  0.153  -2.486  -2.297
F  0.848  -3.577  -4.220
H  -2.012  3.307  -4.288
H  -3.023  4.177  -5.811
H  -4.743  1.994  -4.691
H  -3.972  0.459  -6.799
H  -2.261  1.133  -6.633
H  -2.830  -2.357  -5.210
H  -3.204  -0.146  -2.033
H  -4.508  0.203  -2.949
H  1.588  -0.623  -3.719
C  -0.626  -4.182  0.208
C  0.604  -4.244  1.099
O  0.109  -4.599  2.391
S  -1.193  -5.554  2.214
O  -0.772  -6.919  2.347
O  -2.269  -4.995  2.978
O  -1.463  -5.258  0.644
H  -1.171  -3.246  0.353
H  -0.377  -4.296  -0.848
H  1.137  -3.294  1.138
H  1.290  -5.033  0.772
C  5.016  -0.854  -0.701
C  4.506  -2.242  -1.059
O  3.696  -2.052  -2.219
S  4.302  -0.825  -3.092
O  5.117  -1.375  -4.136
O  3.249  0.116  -3.341
O  5.282  -0.215  -1.952
H  4.251  -0.277  -0.181
H  5.918  -0.890  -0.093
H  3.925  -2.692  -0.253
H  5.330  -2.909  -1.329
C  -2.876  -0.612  4.689
C  -2.871  -1.814  3.755
O  -3.184  -1.285  2.468
S  -2.585  0.223  2.353
O  -1.323  0.156  1.675
O  -3.639  1.103  1.949
O  -2.297  0.454  3.936
H  -3.896  -0.324  4.958
H  -2.299  -0.793  5.597
H  -3.599  -2.570  4.047
H  -1.877  -2.268  3.701
C  -4.813  6.058  2.262
C  -5.688  5.450  1.176
O  -5.334  4.069  1.143
S  -4.916  3.591  2.637
O  -6.055  2.963  3.243
O  -3.632  2.967  2.570
O  -4.748  5.073  3.291
H  -3.797  6.237  1.896
H  -5.227  6.990  2.652
H  -5.524  5.912  0.202
H  -6.748  5.521  1.438
C  7.548  1.631  3.857
C  7.892  2.267  2.518
O  7.757  1.214  1.563
S  6.585  0.202  2.052
O  5.374  0.558  1.370
O  7.113  -1.130  2.063
O  6.475  0.730  3.583
H  8.390  1.051  4.246
H  7.245  2.371  4.598
H  8.902  2.677  2.499
H  7.176  3.052  2.258